Below is a cluster of 4 separate species, C2H11NO3 in total in a non-equilibrium geometry, with properties calculated with ωB97M-V/def2-TZVPD.

The expectation value of S² is 0.751. Its spin multiplicity is 2. Its highest occupied orbital energy (spin up / spin down) is 0.95 / -4.63 eV. The energy above the lowest of the compared OMol25 structures with the same formula, charge and spin comes out at 123.0 kJ/mol. The calculation puts the frontier orbital gap (spin up / spin down) at 2.5 / 8.0 eV. As for the total charge: -1.

Each line ends with the Mulliken charge.
Element x y z (Å)
H: 2.112 -2.498 -3.840  0.376
O: 0.541 1.220 -2.363  -0.885
N: -1.315 -0.783 0.832  -0.991
C: -2.127 -0.516 1.957  -0.457
H: 3.555 -1.789 -3.474  0.391
O: 0.864 1.655 0.502  -1.401
H: 0.086 1.370 0.982  0.323
H: 0.980 1.852 -3.019  0.420
H: -1.744 -1.120 0.024  0.327
H: -3.172 -0.396 1.640  0.347
O: 2.764 -1.816 -4.057  -0.853
H: 0.805 1.536 -1.484  0.393
H: -0.646 -0.538 3.413  0.548
H: -2.242 0.538 3.786  0.243
H: 1.319 2.208 1.136  0.656
H: -0.169 -0.717 0.799  0.411
C: -1.614 -0.207 3.167  -0.847

Cartesian forces (eV/Å) of the 3 atoms listed first:
H 0.761 0.282 0.552
O 0.768 1.241 -1.721
N 3.302 0.160 1.789